This record from OMol25 describes a single C3H2N2O2 molecule. The level of theory is ωB97M-V with the def2-TZVPD basis set.

Cartesian coordinates (Å):
O (2.39808, 0.45805, 1.14365)
C (1.26690, 0.38283, 0.69446)
N (0.21037, 0.75960, 1.40097)
N (-0.96836, 0.53507, 1.02269)
C (-1.15998, -0.31639, -0.12244)
C (-0.20309, -0.47474, -1.05935)
O (1.05821, -0.22393, -0.69067)
H (-2.38245, -0.12768, -0.29124)
H (-0.21969, -0.99283, -2.09808)

Calculated values
Energy relative to the best compared isomer or geometry (same formula, charge and spin): 313.61 kJ/mol
Total energy: -375.39208 hartree
SMILES string: O=c1nncco1
Orbital gap: 8.9248 eV